134
Properties=species:S:1:pos:R:3:mulliken_charge:R:1 method="wB97M-V/def2-TZVPD" charge=+1 de_lowest_kcal_mol=43.2 max_force_ev_per_a=3.71 energy_ev=-103366.4182 homo_energy_ha=-0.2884
Ba -1.596 -1.411 -0.546 1.614
P 2.529 -0.182 -1.574 0.820
P 3.056 -0.028 1.312 0.587
P -2.538 1.083 1.914 0.831
N -1.739 -2.704 -2.664 0.380
N 3.486 0.394 -0.291 0.318
N -4.376 -1.324 -0.653 0.560
N 0.384 -3.162 -0.776 0.339
N -2.125 0.317 -2.510 1.553
C -6.184 -2.870 -0.644 -1.108
C 0.705 -0.905 4.438 -0.536
C -3.107 3.428 0.662 -0.927
C 4.115 2.580 1.571 -0.430
C -2.874 1.424 -4.912 -0.956
C 6.304 -2.579 1.490 -0.713
C 5.922 -1.357 -3.622 -0.975
C -0.425 1.077 3.778 -0.186
C 5.473 -1.535 1.114 -0.732
C -2.091 -1.940 2.176 -2.403
C 5.081 -0.690 -2.744 -0.511
C 4.061 -2.647 -4.420 -0.708
C -0.965 -3.966 -2.662 -1.190
C 3.874 -2.212 2.772 -0.020
C -3.196 -2.919 -2.902 -0.701
C -4.849 0.756 3.295 -0.948
C 0.475 2.991 -3.048 -0.835
C 4.568 3.665 2.311 -0.782
C 3.724 1.404 2.207 0.635
C -1.259 0.341 2.926 0.515
C -2.954 4.536 -0.152 -1.042
C -1.690 4.871 -0.616 -0.933
C -3.943 -3.509 -1.664 -0.732
C 3.785 1.338 3.599 -0.600
C 0.355 -3.915 -1.878 0.392
C 3.721 -0.994 -2.685 0.640
C 4.248 -1.342 1.751 0.977
C 4.636 3.585 3.692 -0.606
C -0.753 2.943 0.554 0.513
C 1.442 -4.684 -2.257 -0.997
C -2.224 0.195 -4.879 -0.927
C 5.412 -2.336 -4.464 -0.700
C -5.147 -0.430 -0.032 -0.697
C -3.786 2.842 3.871 1.454
C -6.462 -0.699 0.318 -1.024
C -3.806 1.667 3.101 0.682
C -6.983 -1.942 0.008 -0.602
C -4.878 -2.527 -0.958 0.398
C 2.591 -3.912 -0.296 -0.329
C -5.848 2.151 4.955 -0.751
C -1.199 -1.092 2.899 1.493
C -0.122 -1.656 3.646 -0.987
C 1.340 3.584 -3.956 -1.118
C -2.744 1.492 -2.538 -0.556
C 2.570 -4.681 -1.448 -0.673
C 0.490 2.155 0.857 -1.131
C 3.228 -1.984 -3.530 -0.533
C 1.470 -3.148 0.001 -0.775
C 2.606 3.051 -4.165 -0.912
C 0.887 1.865 -2.350 0.576
C -2.026 2.619 1.043 0.007
C 4.242 2.418 4.334 -0.646
C 0.555 0.485 4.539 -0.509
C -5.860 0.982 4.214 -0.930
C 3.007 1.922 -3.470 -0.793
C -0.616 4.072 -0.256 -0.425
C -1.865 -0.335 -3.653 0.142
C 5.925 -3.437 2.516 -0.670
C 2.153 1.318 -2.545 -0.106
C -2.722 3.902 3.771 -1.716
C -3.147 2.084 -3.727 -0.726
C 4.711 -3.252 3.161 -0.575
C -4.821 3.062 4.777 -0.649
C -1.122 -1.683 -3.574 -0.478
H 6.068 -2.855 -5.150 0.400
H 1.028 4.464 -4.504 0.421
H 4.408 -3.918 3.958 0.454
H 4.286 2.353 5.414 0.442
H 2.178 -2.247 -3.483 0.294
H -6.565 -3.848 -0.904 0.483
H -3.645 -1.953 -3.132 0.347
H -0.507 3.409 -2.878 0.595
H -2.058 -2.990 2.468 0.596
H 7.251 -2.721 0.985 0.443
H -0.544 2.152 3.824 0.165
H -3.128 -1.607 2.143 0.010
H -3.166 1.857 -5.859 0.443
H -4.806 3.969 5.370 0.486
H 3.657 -3.412 -5.072 0.450
H -1.838 3.569 3.240 -0.152
H -0.096 -1.484 -3.223 -0.291
H -2.424 4.220 4.770 0.533
H -1.585 -4.736 -2.197 0.466
H 3.469 0.441 4.118 0.410
H 3.985 1.501 -3.665 0.471
H -6.645 0.250 4.353 0.469
H -3.816 5.142 -0.405 0.455
H -7.047 0.054 0.826 0.558
H -4.099 3.189 1.033 0.547
H -1.054 -2.096 -4.587 0.772
H 5.780 -0.879 0.309 0.253
H 6.975 -1.109 -3.651 0.467
H -1.540 5.744 -1.237 0.446
H 0.230 1.387 -1.626 0.493
H 3.434 -5.274 -1.719 0.473
H 0.385 1.085 0.647 -0.369
H 3.451 -3.884 0.357 0.371
H 1.187 1.074 5.188 0.599
H -2.911 1.983 -1.583 -0.010
H -3.648 3.041 -3.713 0.570
H -4.694 0.524 0.200 0.842
H 6.579 -4.248 2.811 0.383
H 1.329 2.525 0.264 0.510
H 1.433 -2.525 0.886 0.837
H 0.376 4.326 -0.611 0.700
H 4.865 4.573 1.803 0.430
H 5.502 0.078 -2.105 0.597
H 4.989 4.428 4.271 0.394
H -3.322 -3.546 -3.791 0.495
H 0.779 2.197 1.909 0.654
H -4.525 -4.377 -1.972 0.400
H -0.019 -2.737 3.637 0.412
H 3.277 3.511 -4.878 0.442
H -2.006 -0.339 -5.794 0.568
H -4.857 -0.165 2.730 0.308
H 2.913 -2.082 3.259 -0.111
H 4.451 0.638 -0.479 0.422
H -3.095 4.781 3.240 0.411
H 1.469 -1.406 5.024 0.431
H 4.039 2.670 0.495 0.353
H -8.004 -2.189 0.267 0.415
H 1.409 -5.282 -3.159 0.505
H -6.628 2.353 5.678 0.395
H -0.771 -4.291 -3.693 0.361
H -3.229 -3.898 -0.923 0.372